DFT (ωB97M-V/def2-TZVPD) results for 6 unconnected molecules or ions with the total composition C49H77BrF15N2O12PSi in a non-equilibrium geometry.

```
158
Properties=species:S:1:pos:R:3:forces:R:3
C -2.8946 3.7148 0.8813 0.29 -0.04 0.36
C -2.7424 4.4174 2.2273 -0.69 0.11 -0.14
C -3.9244 4.1096 3.1636 0.66 0.20 0.40
C -3.5218 4.0450 4.6535 -0.48 -0.39 -0.03
C -3.9032 2.7030 5.2831 0.48 0.16 -0.26
C -2.9850 1.5664 4.7758 -0.56 -0.13 0.28
C -3.7213 0.4075 4.0671 0.44 0.21 0.19
C -3.5996 -0.9243 4.8099 -0.39 -0.26 -0.09
C -3.7715 -2.1470 3.9155 -0.08 0.22 -0.40
C -2.6702 -2.3642 2.8692 -0.32 0.01 0.67
C -1.3081 -2.7927 3.4338 0.14 -0.37 -0.27
C -0.3479 -1.6429 3.8053 -0.29 0.49 -0.47
C -0.3765 -0.3381 3.0000 0.35 -0.28 0.37
C 0.2257 -0.3275 1.6230 -0.15 -0.27 0.50
O -0.2562 0.3139 0.7307 -0.24 0.63 -0.75
N 1.4309 -1.0018 1.5073 -0.05 -0.20 -0.60
C 2.0969 -0.9740 0.2337 0.77 0.06 -0.17
C 1.5017 -1.3993 -0.9510 0.38 0.07 -0.51
C 2.2127 -1.3734 -2.1602 0.25 0.27 0.84
C 3.5410 -0.9233 -2.1909 -0.97 -0.21 0.46
C 4.1302 -0.4927 -1.0041 -0.31 -0.14 -0.06
C 3.4180 -0.5139 0.2009 -0.09 -0.23 -0.68
O -1.4725 -3.5203 4.6689 -0.01 -0.09 0.00
C -0.4601 -4.5525 4.7595 0.01 0.74 -0.14
P -1.4581 -6.0379 5.1065 0.52 -1.09 0.56
N -0.6786 -7.2600 5.7073 -0.09 0.23 -0.23
C 0.3311 -4.5521 3.4407 -0.48 -0.34 -0.56
Si 1.1971 -6.1551 2.8746 0.27 -0.10 -0.22
C 2.2781 -6.8050 4.2520 0.03 0.42 -0.14
C 0.0336 -7.4461 2.1315 0.19 0.26 -0.08
C 2.3942 -5.6151 1.4989 -0.37 0.40 0.34
C -0.7518 -3.9260 2.5399 0.40 -0.17 0.24
C -0.4560 -3.6222 1.0734 -0.14 -0.46 0.13
C -1.0068 -4.6978 0.1270 0.05 0.09 -0.33
C -1.5064 -4.1371 -1.1912 0.11 -0.10 -0.03
Br -3.3260 -3.4742 -1.0134 -0.04 0.13 -0.06
H -3.9146 3.8033 0.5182 -0.09 0.09 -0.19
H -2.6690 2.6561 1.0008 -0.06 -0.15 -0.08
H -2.1969 4.1149 0.1513 -0.02 0.02 -0.20
H -2.7081 5.4948 2.0712 0.24 0.14 0.02
H -1.8143 4.1200 2.7080 0.20 -0.02 -0.02
H -4.6864 4.8789 3.0685 -0.20 -0.02 -0.29
H -4.3700 3.1701 2.8500 -0.09 -0.21 0.08
H -2.4442 4.1671 4.7337 0.14 0.19 0.19
H -4.0054 4.8371 5.2219 0.08 0.23 -0.01
H -3.8444 2.7677 6.3674 0.01 0.04 0.15
H -4.9403 2.4901 5.0375 -0.19 -0.07 0.01
H -2.4728 1.1649 5.6479 0.21 -0.12 0.03
H -2.2094 1.9809 4.1358 0.05 0.07 -0.16
H -3.3608 0.3091 3.0453 0.04 -0.02 -0.15
H -4.7703 0.6739 3.9799 -0.21 -0.08 -0.09
H -4.4027 -0.9486 5.5469 0.06 -0.06 0.27
H -2.6682 -1.0031 5.3662 0.17 0.11 0.01
H -3.8868 -3.0585 4.4939 0.05 -0.03 0.22
H -4.7085 -2.0218 3.3678 -0.10 -0.04 -0.08
H -3.0227 -3.1481 2.2031 -0.01 -0.11 -0.13
H -2.5812 -1.4718 2.2554 0.19 0.05 -0.14
H 0.6866 -1.9761 3.8621 0.06 -0.23 0.12
H -0.6273 -1.3756 4.8193 0.04 0.01 0.19
H -1.3601 0.1021 2.9540 -0.19 0.02 -0.13
H 0.2491 0.3674 3.5514 0.00 0.13 0.10
H 1.3918 -1.9227 1.9197 0.28 0.07 0.30
H 0.4791 -1.7397 -0.9613 -0.11 0.06 0.13
H 1.7118 -1.6908 -3.0616 0.02 -0.07 -0.13
H 4.0584 -0.9258 -3.1375 0.25 0.06 0.00
H 5.1513 -0.1427 -1.0219 0.11 0.05 0.10
H 3.9106 -0.1871 1.1032 -0.11 0.05 0.18
H 0.2053 -4.3339 5.5943 -0.06 -0.21 0.27
H -2.1352 -6.3232 3.9095 -0.19 0.42 -0.01
H -2.4430 -5.5314 5.9709 -0.07 0.30 -0.21
H -0.7564 -8.1014 5.1526 0.06 -0.10 0.09
H 1.1703 -3.8517 3.4598 0.14 0.04 0.46
H 2.8739 -7.6351 3.8769 0.00 -0.21 0.08
H 1.7309 -7.0687 5.1497 -0.11 -0.23 0.04
H 2.9828 -6.0132 4.5167 0.10 0.07 0.01
H 0.2315 -7.5086 1.0628 0.03 0.00 -0.13
H -1.0174 -7.1896 2.2278 -0.17 -0.11 0.13
H 0.2182 -8.4372 2.5350 -0.10 -0.11 0.21
H 2.4543 -4.5251 1.4777 0.10 0.09 -0.03
H 2.0684 -5.9265 0.5107 0.09 -0.15 -0.14
H 3.4037 -5.9621 1.6975 0.11 -0.23 -0.10
H -1.5474 -4.6715 2.5655 -0.36 0.13 -0.20
H 0.6163 -3.5808 0.9059 0.13 0.33 -0.09
H -0.9059 -2.6718 0.7907 0.01 0.20 0.03
H -1.8257 -5.2474 0.5839 -0.03 -0.10 0.11
H -0.2375 -5.4276 -0.1236 0.15 -0.10 0.13
H -1.5127 -4.8906 -1.9681 -0.22 -0.12 -0.08
H -0.9115 -3.3064 -1.5536 0.04 0.13 0.05
C 3.0799 1.6447 -4.9089 0.01 0.15 -0.20
C 4.3186 2.0802 -4.1580 -0.30 -0.35 0.21
O 5.1786 2.8839 -4.9956 0.12 0.05 0.00
C 4.8479 4.1581 -5.1153 -0.06 -0.18 0.14
O 3.9245 4.7214 -4.6107 -0.02 0.10 -0.04
C 5.8860 4.8713 -5.9997 0.15 0.06 -0.25
F 6.1740 4.1610 -7.0975 -0.04 0.00 0.02
F 7.0285 5.0490 -5.3223 -0.01 0.02 0.08
F 5.4408 6.0640 -6.3871 -0.04 0.00 0.08
H 3.3545 1.1268 -5.8288 0.02 -0.07 0.05
H 2.4853 0.9755 -4.2884 0.01 0.00 0.04
H 2.4642 2.5015 -5.1798 -0.02 0.01 0.08
H 4.9186 1.2187 -3.8761 0.15 0.07 -0.09
H 4.0678 2.6259 -3.2497 0.02 0.15 -0.07
C -10.4129 4.7125 5.2989 0.03 -0.24 -0.05
C -9.3624 5.3117 4.3905 -0.23 0.32 0.20
O -8.4179 4.3136 3.9528 0.09 -0.03 -0.05
C -8.8031 3.5528 2.9403 -0.06 0.17 0.11
O -9.8400 3.6046 2.3501 -0.02 -0.06 -0.06
C -7.6699 2.5757 2.5772 0.01 -0.15 -0.05
F -7.1511 2.0085 3.6727 0.04 0.01 -0.01
F -6.6953 3.2369 1.9399 -0.05 -0.04 -0.01
F -8.1141 1.6099 1.7821 -0.02 0.03 -0.03
H -9.9427 4.2049 6.1414 0.01 0.08 0.04
H -11.0667 5.4955 5.6809 0.01 0.03 0.00
H -11.0224 3.9834 4.7665 -0.03 0.06 -0.04
H -8.7671 6.0501 4.9225 0.12 -0.09 -0.02
H -9.8075 5.7983 3.5238 0.00 -0.13 -0.08
C 10.2793 4.6513 -6.1250 0.22 0.08 0.14
C 10.0579 3.1909 -5.8023 -0.35 0.14 -0.31
O 11.1957 2.6228 -5.1209 0.06 -0.07 0.05
C 11.2676 2.8545 -3.8203 -0.14 0.02 -0.17
O 10.4942 3.4739 -3.1529 0.02 0.01 0.10
C 12.5109 2.1528 -3.2404 0.08 0.04 0.05
F 13.5856 2.3570 -4.0077 0.01 -0.02 0.03
F 12.2915 0.8328 -3.1683 0.01 -0.03 -0.01
F 12.7720 2.6030 -2.0192 0.01 -0.01 0.02
H 11.1968 4.7829 -6.6992 -0.04 -0.05 -0.08
H 9.4419 5.0335 -6.7067 -0.01 -0.02 -0.02
H 10.3684 5.2465 -5.2168 -0.09 -0.02 0.02
H 9.9518 2.6071 -6.7138 0.14 -0.08 0.03
H 9.1604 3.0429 -5.2032 0.08 0.02 0.13
C 4.3824 8.2715 -8.7988 -0.10 -0.04 -0.27
C 5.8585 8.0440 -9.0389 -0.10 0.19 0.48
O 6.0854 7.3528 -10.2848 0.08 -0.06 -0.05
C 6.0636 8.0990 -11.3770 0.00 0.02 0.22
O 5.8819 9.2776 -11.4442 0.00 0.04 -0.09
C 6.3593 7.2185 -12.6065 -0.05 -0.02 -0.08
F 5.6587 6.0806 -12.5686 0.01 -0.01 -0.03
F 7.6622 6.9072 -12.6367 0.02 -0.02 0.00
F 6.0550 7.8638 -13.7259 0.01 0.00 -0.02
H 3.8394 7.3273 -8.8455 0.03 -0.03 0.10
H 4.2239 8.7195 -7.8188 0.04 -0.02 0.03
H 3.9613 8.9344 -9.5540 0.04 0.06 0.03
H 6.2732 7.3997 -8.2695 0.05 -0.15 -0.14
H 6.4180 8.9784 -9.0271 -0.02 0.03 -0.19
C -8.3607 -6.7850 -0.1947 0.17 0.18 0.03
C -7.8218 -7.7875 0.8015 -0.40 -0.15 -0.19
O -6.4615 -7.4783 1.1706 0.11 -0.02 0.06
C -6.3092 -6.5396 2.0895 -0.17 -0.11 -0.10
O -7.1668 -5.9268 2.6500 0.04 0.07 0.07
C -4.8103 -6.3549 2.3881 0.11 0.11 0.04
F -4.0907 -6.3026 1.2627 0.06 -0.02 0.01
F -4.3572 -7.3815 3.1242 -0.02 -0.04 -0.03
F -4.5994 -5.2335 3.0704 -0.02 -0.01 0.00
H -7.7088 -6.7267 -1.0666 -0.04 -0.07 -0.03
H -9.3572 -7.0810 -0.5198 -0.01 -0.03 0.00
H -8.4223 -5.7899 0.2438 -0.05 -0.02 0.05
H -7.7767 -8.7820 0.3640 0.15 0.00 0.01
H -8.4398 -7.8406 1.6966 0.08 0.11 0.07
```
Positions in Å, forces in eV/Å.

Results
Calculated total energy ... -7628.6502 hartree
Gap between HOMO and LUMO ... 8.99 eV
SMILES ... CCCCCCCCCC[C@@]1(CCC(=O)Nc2ccccc2)O[C@@H]([PH2]=N)[C@@H]([Si](C)(C)C)[C@@H]1CCCBr.CCOC(=O)C(F)(F)F.CCOC(=O)C(F)(F)F.CCOC(=O)C(F)(F)F.CCOC(=O)C(F)(F)F.CCOC(=O)C(F)(F)F
F_max ... 1.330 eV/Å
Spin multiplicity ... 1